(1)
{"formula": "C32H25NO7P2Zr", "method": "ωB97M-V with the def2-TZVPD basis set", "energy_ha": -2545.4556, "total_charge": 2, "relative_energy_kj_mol": 0.0, "homo_ha": -0.5431, "multiplicity": 1, "elements": ["C", "C", "H", "C", "H", "H", "C", "C", "H", "O", "P", "H", "C", "H", "C", "H", "O", "N", "H", "H", "P", "C", "H", "C", "H", "C", "O", "C", "H", "C", "H", "H", "C", "H", "C", "H", "H", "O", "H", "C", "C", "C", "H", "H", "C", "C", "C", "C", "C", "H", "H", "O", "O", "H", "C", "C", "C", "C", "O", "C", "C", "C", "H", "C", "C", "H", "C", "Zr"], "coordinates": [[-4.2075, -1.1644, 2.1686], [-3.0597, 2.6374, 2.6088], [1.7311, 5.0475, -2.0713], [1.2902, 0.1773, -4.3842], [-3.1296, 3.3786, 4.6165], [1.9504, -0.3169, 0.6677], [-0.9033, 1.9219, 1.8424], [2.3613, -3.0897, 1.9386], [2.5110, 0.9394, -5.9641], [0.1838, -2.1647, -0.5536], [0.1417, 1.2874, 0.5552], [0.3224, -5.5929, 4.0664], [0.9794, -0.2268, 1.1648], [-3.4181, -0.5905, 4.0832], [-3.9192, -1.6323, 0.8950], [-0.8553, -3.8853, 2.7457], [0.9187, 0.4216, -7.9188], [0.1319, -0.3902, -4.0264], [0.0394, 3.4355, -1.3047], [0.2230, 0.1673, -8.5384], [0.1240, -1.8333, 0.9676], [-0.6038, -0.4420, -6.2753], [2.9813, 1.6363, 1.2889], [-2.2614, 2.1098, 1.6052], [-1.3800, -0.6965, -6.9857], [-1.8719, -1.1647, 2.7240], [1.5914, -0.0005, -2.0667], [-0.3376, 2.2651, 3.0727], [0.7270, 2.1563, 3.2516], [-2.6033, -1.8817, 0.5270], [-2.6907, 1.8437, 0.6479], [4.0289, 4.9596, -1.1674], [-1.5776, -1.6299, 1.4387], [-5.2356, -0.9857, 2.4539], [1.9975, 4.2997, -1.3372], [-1.0822, -0.9847, 3.4454], [4.0920, -4.1123, 2.6661], [-1.9763, -1.1615, -2.9669], [4.6388, 3.2628, 0.5182], [2.1575, 0.4868, -3.1794], [3.6334, 3.2970, 0.1224], [1.5773, 0.4691, -5.6890], [-4.7159, -1.8323, 0.1918], [-4.1144, 2.7952, 2.4290], [2.2758, -4.9502, 3.4510], [3.0128, -4.0536, 2.6835], [0.9645, -3.0222, 1.9657], [-3.1867, -0.9410, 3.0867], [-2.5042, 2.9650, 3.8368], [2.9407, -2.4050, 1.3303], [2.7894, -5.7031, 4.0335], [3.1730, 1.1077, -3.2242], [-0.7713, 0.9204, -0.6578], [-0.7166, 3.0511, 5.0259], [3.2878, 4.2503, -0.8255], [-0.7957, -0.6815, -4.9396], [0.8896, -4.8898, 3.4726], [0.6156, 0.1406, -6.6645], [-2.9529, -1.7254, -4.9222], [1.3995, 2.4226, 0.0340], [2.6916, 2.3789, 0.5554], [1.0466, 3.3913, -0.9065], [1.1645, -0.0889, 2.2352], [0.2262, -3.9278, 2.7291], [-2.0499, -1.2533, -4.3130], [-2.4049, -2.3158, -0.4485], [-1.1447, 2.7793, 4.0710], [-0.3407, -0.6660, -1.8831]], "forces_ev_per_a": [[0.0, 0.0, 0.0], [0.0, 0.0, 0.0], [0.0, 0.0, 0.0], [0.1, 0.1, 0.0], [0.0, 0.0, 0.0], [0.0, 0.0, 0.0], [0.1, 0.0, -0.1], [0.1, 0.0, 0.0], [0.0, 0.0, 0.0], [-0.3, 0.6, -0.2], [0.1, 0.1, 0.2], [0.0, 0.0, 0.0], [0.0, 0.0, 0.2], [0.0, 0.0, 0.0], [0.0, -0.1, 0.0], [0.0, 0.0, 0.0], [0.1, 0.0, 0.0], [-0.1, 0.0, 0.1], [0.0, 0.0, 0.0], [-0.1, 0.0, 0.0], [0.0, -0.1, 0.2], [0.1, 0.0, 0.0], [0.0, 0.0, 0.0], [0.0, 0.0, -0.1], [0.0, 0.0, 0.0], [0.0, 0.0, 0.0], [-0.6, -0.2, 0.2], [0.0, 0.0, 0.0], [0.0, 0.0, 0.0], [0.0, 0.0, 0.0], [0.0, 0.0, 0.0], [0.0, 0.0, 0.0], [0.1, 0.0, 0.1], [0.0, 0.0, 0.0], [0.0, 0.0, 0.0], [0.0, 0.0, 0.0], [0.0, 0.0, 0.0], [0.5, 0.0, 0.5], [0.0, 0.0, 0.0], [0.1, 0.0, -0.1], [0.0, 0.0, 0.0], [0.0, 0.0, 0.0], [0.0, 0.0, 0.0], [0.0, 0.0, 0.0], [0.0, 0.0, 0.0], [0.0, 0.0, 0.0], [0.0, 0.0, -0.1], [0.0, 0.0, 0.0], [0.0, 0.0, 0.0], [0.0, 0.0, 0.0], [0.0, 0.0, 0.0], [0.0, -0.1, 0.0], [0.1, -0.6, -0.3], [0.0, 0.0, 0.0], [0.0, 0.0, 0.0], [-0.1, 0.0, -0.1], [0.0, 0.0, 0.0], [0.0, 0.0, 0.1], [0.0, 0.1, 0.0], [0.0, -0.1, 0.1], [0.0, 0.0, 0.0], [0.0, 0.0, 0.0], [0.0, 0.0, 0.0], [-0.1, 0.0, 0.0], [-0.1, -0.1, -0.1], [0.0, 0.0, 0.0], [0.0, 0.0, 0.0], [0.3, 0.2, -0.7]], "mulliken_charge": [-0.590, -0.771, 0.453, 0.393, 0.447, 0.894, 0.718, -0.533, 0.607, -0.906, 1.665, 0.436, -1.675, 0.462, -0.903, 0.399, -0.465, -0.407, 0.448, 0.336, 1.670, -0.481, 0.401, -0.314, 0.472, -0.187, -0.432, -0.621, 0.414, -0.581, 0.431, 0.452, 0.565, 0.477, -0.811, 0.475, 0.439, -0.813, 0.451, 0.026, -0.849, -0.620, 0.508, 0.469, -0.483, -0.823, 0.670, -0.848, -0.532, 0.325, 0.425, -0.565, -0.948, 0.467, -0.503, 0.015, -0.782, 0.942, -0.513, 0.970, -0.412, -0.793, 0.813, -0.372, 0.128, 0.668, -0.767, 2.369]}

(2)
{"formula": "C14H30F6MgO7S3", "method": "ωB97M-V with the def2-TZVPD basis set", "energy_ha": -3072.0149, "relative_energy_kj_mol": 118.1, "homo_ha": -0.2915, "multiplicity": 1, "elements": ["H", "H", "F", "H", "C", "H", "H", "H", "O", "O", "O", "H", "F", "H", "F", "H", "C", "S", "C", "C", "H", "C", "H", "H", "C", "H", "S", "Mg", "H", "H", "H", "O", "O", "H", "H", "C", "H", "H", "S", "H", "H", "C", "H", "H", "H", "O", "C", "H", "C", "C", "F", "H", "C", "F", "H", "F", "H", "H", "O", "C", "C"], "coordinates": [[-2.4974, -2.1314, 3.8701], [1.3266, 1.5963, 4.2996], [-3.1335, -2.7283, -1.1884], [-1.7381, -3.6086, 3.1215], [3.0593, 3.4305, -0.8920], [-1.9589, 0.7930, 2.9053], [-0.1574, -4.1650, 0.1709], [-3.1725, -0.4372, 0.3343], [0.7715, -0.0032, 1.8617], [2.5877, 1.1550, 0.0177], [0.9471, 2.5291, 0.0917], [-0.7116, 1.9599, 3.5038], [2.6154, 3.1861, -2.1424], [0.5516, 4.2135, 1.2860], [4.4054, 3.2294, -0.8691], [2.6899, 2.8398, 1.1251], [1.5479, 0.6937, -4.3897], [0.3595, 1.2562, -3.1545], [-2.5941, -2.9353, 3.1421], [-1.1461, 0.6537, -3.9216], [-3.7431, -1.7019, 1.9594], [-2.9377, -2.4233, 1.7509], [1.6199, -0.3751, -4.1884], [-1.3719, 0.7617, 4.6008], [-1.1033, 0.9452, 3.5559], [1.2290, 0.9568, -5.3951], [0.2093, -0.2541, 3.2366], [0.7330, 0.4180, -0.0449], [3.8800, -2.6218, -1.5455], [-1.1570, -0.4299, -4.0384], [-1.6412, 3.0592, -0.5008], [1.2710, -1.5412, -0.2413], [-1.8672, -1.8928, 0.9890], [2.9520, -4.0957, -2.0110], [0.4440, 4.3376, -0.5706], [0.2572, 3.7559, 0.3381], [2.5001, 1.1617, -4.1508], [0.9877, -5.0646, -0.7131], [1.9067, -2.8891, -0.1102], [-3.4987, -3.4685, 3.4452], [-3.4111, -3.1844, 1.1247], [1.4429, 0.5091, 4.3389], [-1.7686, 4.4410, 0.4346], [2.3042, -2.5242, -2.3541], [-1.3980, 2.8529, 1.2911], [0.7139, 0.4056, -1.9835], [2.4023, 2.4662, 0.1202], [0.1263, -3.7781, -1.5470], [2.8987, -3.0794, -1.6224], [-1.2389, 3.4845, 0.4202], [-3.2266, -0.7780, -2.1228], [-1.2680, 1.0237, -4.9474], [-2.4388, -1.5589, -1.3345], [2.9026, 4.7316, -0.5989], [-2.0614, 1.0037, -3.4485], [-1.3398, -1.8567, -2.0402], [2.4273, 0.3353, 3.9079], [1.3894, 0.2378, 5.3913], [-1.2602, 0.0428, 0.0072], [-2.2173, -0.8940, 0.0296], [0.5990, -4.0454, -0.6040]], "forces_ev_per_a": [[0.5, 0.1, -0.1], [-0.2, 0.0, -0.1], [0.2, 0.2, -0.2], [0.0, 0.0, 0.3], [0.8, -1.2, 0.0], [0.1, -0.1, -0.2], [0.0, 0.7, 0.1], [-0.4, -0.4, -0.2], [-0.2, 0.0, 2.3], [1.5, 0.8, -0.8], [-0.9, 1.1, 0.1], [0.0, 0.0, -0.3], [0.2, 0.5, 0.0], [0.5, 0.2, -0.3], [-0.6, 0.0, -0.3], [0.2, 0.5, -0.1], [-0.3, 0.0, 0.4], [0.1, 0.8, -0.2], [-0.2, -0.2, -0.6], [-0.5, -0.4, -1.1], [0.2, 0.4, -0.5], [-0.7, 0.0, -0.3], [0.0, -0.1, -0.4], [-0.2, 0.0, -0.1], [0.3, -0.1, 0.6], [0.0, -0.1, 0.0], [0.5, 0.3, -0.9], [-0.5, -0.5, 0.2], [0.0, 0.0, 0.3], [0.1, 0.0, 0.5], [0.3, -0.7, 0.2], [0.7, -1.2, -0.1], [-0.1, -0.3, 1.0], [0.1, -0.2, 0.5], [0.1, 0.7, 0.6], [-0.6, -0.5, -1.2], [0.0, 0.1, 0.0], [0.4, 0.2, 0.0], [-0.7, 0.2, -0.4], [0.2, -0.3, 0.1], [-0.1, -0.4, 0.4], [0.0, 1.0, -0.2], [0.1, 0.0, 0.7], [0.1, 0.2, 0.0], [-0.6, 0.0, -0.1], [-0.3, -0.2, -1.3], [-0.7, -1.5, 1.8], [0.1, 0.4, 0.1], [-0.7, 0.2, -0.6], [0.3, 0.4, -0.5], [0.3, -0.1, 0.1], [0.6, 0.3, 0.1], [-0.8, -0.5, -0.1], [-0.4, 0.0, -0.2], [0.3, -0.1, 0.7], [-0.1, 0.1, 0.2], [-0.1, -0.5, 0.0], [-0.1, -0.5, -0.1], [-0.6, 0.0, -0.6], [1.7, 1.7, 0.7], [0.0, -1.0, 0.1]], "mulliken_charge": [0.211, 0.296, -0.341, 0.237, 0.529, 0.273, 0.152, 0.147, -0.600, -0.876, 0.241, 0.403, -0.232, 0.247, -0.293, 0.135, -1.049, 0.335, -1.150, -1.066, 0.306, -0.441, 0.184, 0.490, -1.133, 0.448, 0.448, 1.974, 0.330, 0.251, 0.193, -0.397, -0.039, 0.383, 0.305, -0.439, 0.315, 0.496, 0.124, 0.441, 0.369, -1.112, 0.493, 0.000, 0.027, -0.154, 0.328, 0.194, -0.695, -0.960, -0.320, 0.489, 0.662, -0.272, 0.313, -0.178, 0.348, 0.401, -0.515, -0.485, -0.768]}

Table of HOMO-LUMO gap (eV), in record order: 8.8770 8.3506